Here is the molecule C4H5NO2S at a distorted geometry from OMol25. Energies are from the ωB97M-V functional and the def2-TZVPD basis.

Values from the calculation:
Molecular weight (g/mol): 131.16
Lowest unoccupied orbital energy (spin up / spin down) (hartree): 0.006 / -0.075
Spin multiplicity: 3
HOMO (spin up / spin down) (eV): -4.36 / -8.84
ΔE to the lowest compared entry with this formula, charge and spin (kcal/mol): 12.3

Positions of all 13 atoms, in Å:
C: 0.4688 -0.5058 -0.0327
C: 0.5566 0.8485 0.1560
C: 2.6068 0.0256 -0.0400
C: -0.7358 -1.3945 -0.3568
N: 1.9087 1.1419 0.2981
O: 1.7878 -0.9378 -0.2035
O: -0.2971 1.8128 0.5066
S: 4.2516 -0.0879 -0.2010
H: -0.3551 -2.4398 -0.3982
H: -1.1520 -0.9691 -1.3525
H: -1.4396 -1.3299 0.5533
H: 2.3449 2.1037 0.1644
H: -0.6518 1.8993 1.4718